A cluster of 2 separate species, C37H29Cl3N2P in total. Source: the OMol25 dataset; level of theory: the ωB97M-V functional and the def2-TZVPD basis.

Calculated values
**Charge**: +1
**Kohn-Sham gap**: 0.2225 hartree

The geometry in XYZ format:
```
72
Properties=species:S:1:pos:R:3:forces:R:3
Cl -0.617 -1.887 5.824 0.1 -0.1 0.4
C -0.773 -1.202 4.265 0.0 0.6 -1.1
C -0.453 -1.977 3.138 -0.5 0.3 0.0
C -0.695 -1.443 1.876 0.2 0.4 0.1
C -1.109 -0.116 1.694 0.1 0.0 0.3
P -1.183 0.440 -0.070 -1.7 0.0 0.6
C -2.828 -0.376 -0.476 0.0 0.1 -0.2
C -3.318 -0.091 -1.765 -0.3 -0.3 0.4
C -4.621 -0.428 -2.125 0.0 0.0 0.5
C -5.454 -1.022 -1.171 0.9 0.0 0.3
Cl -7.088 -1.342 -1.557 -0.5 -0.1 -0.2
C -4.981 -1.361 0.101 0.3 0.3 -0.4
C -3.667 -1.038 0.447 0.1 0.3 -0.5
C -1.870 2.162 0.081 0.1 0.3 -0.2
C -0.963 3.230 -0.051 -0.6 0.0 0.1
C -1.389 4.554 0.053 -0.4 -0.1 0.2
C -2.751 4.824 0.272 0.5 -0.8 -0.1
Cl -3.254 6.430 0.612 -0.1 0.3 -0.2
C -3.690 3.785 0.282 0.6 0.1 0.1
C -3.241 2.465 0.218 0.2 0.3 -0.1
C -1.400 0.660 2.825 0.3 -0.5 -0.1
C -1.232 0.114 4.108 0.0 -0.2 -0.3
H -0.055 -2.983 3.256 -0.2 0.2 0.1
H -0.567 -2.046 0.977 -0.2 0.2 0.3
H -2.711 0.460 -2.482 0.0 -0.2 0.1
H -5.012 -0.187 -3.109 0.1 -0.1 0.2
H -5.639 -1.839 0.825 0.1 0.1 -0.2
H -3.340 -1.256 1.464 0.0 0.1 -0.3
H 0.091 3.025 -0.224 -0.3 0.0 0.0
H -0.673 5.373 -0.007 -0.2 -0.2 0.0
H -4.751 4.013 0.366 0.3 -0.1 0.1
H -3.999 1.686 0.263 0.3 0.0 0.0
H -1.783 1.674 2.686 0.2 -0.2 0.2
H -1.460 0.710 4.987 0.0 -0.1 -0.1
C 1.747 -5.438 0.232 -0.3 -0.1 0.2
N 2.355 -4.120 0.073 -0.1 0.6 0.1
C 1.778 -2.931 0.394 0.8 0.0 -0.9
C 2.651 -1.855 0.124 -0.4 -1.3 -0.1
C 2.437 -0.448 0.318 1.9 0.2 0.8
C 3.463 0.312 0.910 -1.0 0.1 -0.4
C 4.668 -0.205 1.473 1.1 1.0 0.0
N 5.545 0.796 1.703 -1.4 -1.8 0.0
C 6.914 0.566 2.127 0.5 -0.3 0.3
C 4.967 2.021 1.367 -0.3 0.1 -0.6
C 3.648 1.778 0.909 0.9 0.2 -0.2
C 2.945 2.859 0.383 0.3 0.4 0.1
C 3.619 4.082 0.201 -0.2 -0.4 0.2
C 4.953 4.265 0.616 -0.1 -0.3 0.3
C 5.635 3.233 1.277 -0.5 0.5 -0.3
C 3.866 -2.491 -0.405 -0.1 -0.6 0.3
C 3.635 -3.889 -0.410 -0.2 0.1 0.3
C 4.577 -4.845 -0.768 0.7 0.4 -0.3
C 5.826 -4.377 -1.195 -0.6 -0.1 0.4
C 6.086 -2.997 -1.220 -0.5 0.6 -0.1
C 5.104 -2.049 -0.865 0.9 -0.5 -0.3
H 2.385 -6.207 -0.221 -0.2 0.4 0.2
H 1.620 -5.666 1.300 0.1 0.0 -0.3
H 0.765 -5.476 -0.259 0.3 0.1 0.1
H 0.789 -2.932 0.801 0.2 0.0 0.0
H 1.565 0.039 -0.110 -0.2 0.0 0.4
H 5.002 -1.223 1.649 -0.4 0.2 0.0
H 7.476 1.502 2.089 -0.1 -0.3 0.0
H 6.941 0.166 3.149 -0.1 0.2 -0.2
H 7.389 -0.173 1.465 -0.2 0.3 0.1
H 1.893 2.741 0.142 0.3 0.1 -0.2
H 3.091 4.918 -0.266 0.2 -0.3 0.2
H 5.455 5.216 0.425 -0.2 -0.3 0.2
H 6.637 3.352 1.687 -0.2 0.1 -0.3
H 4.349 -5.903 -0.676 0.2 0.2 -0.2
H 6.594 -5.087 -1.502 -0.2 0.2 0.2
H 7.077 -2.657 -1.531 -0.4 0.0 0.0
H 5.307 -0.983 -0.944 0.1 -0.2 0.0
```
Positions in Å, forces in eV/Å.



A cluster of 9 separate species, C54H162N27O9P9 in total. Source: the OMol25 dataset; level of theory: the ωB97M-V functional and the def2-TZVPD basis.

Calculated values
**Kohn-Sham gap**: 0.3107 hartree
**Relative energy (zero: lowest compared OMol25 entry of this formula, charge and spin)**: 3.5994 eV
**SMILES string**: CN(C)P(=O)(N(C)C)N(C)C.CN(C)P(=O)(N(C)C)N(C)C.CN(C)P(=O)(N(C)C)N(C)C.CN(C)P(=O)(N(C)C)N(C)C.CN(C)P(=O)(N(C)C)N(C)C.CN(C)P(=O)(N(C)C)N(C)C.CN(C)P(=O)(N(C)C)N(C)C.CN(C)P(=O)(N(C)C)N(C)C.CN(C)P(=O)(N(C)C)N(C)C

The geometry in XYZ format:
```
261
Properties=species:S:1:pos:R:3:forces:R:3
C -0.157 6.982 -3.839 -1.3 -1.2 0.1
N 1.278 7.055 -3.855 -0.7 1.7 -1.8
C 1.864 7.712 -5.044 -0.3 -0.1 0.5
P 2.124 5.862 -3.173 0.6 -0.4 2.2
O 2.316 4.591 -3.886 -0.3 -0.6 -0.1
N 3.569 6.650 -3.060 1.0 1.2 0.6
C 3.624 8.090 -2.680 0.0 -0.1 -0.1
C 4.847 5.910 -3.129 -1.1 0.8 1.1
N 1.432 5.648 -1.612 0.6 -0.1 -2.9
C 0.848 4.351 -1.311 0.4 0.8 0.1
C 1.371 6.727 -0.692 0.0 0.8 0.4
H -0.692 7.667 -4.535 0.8 -0.4 0.4
H -0.525 7.141 -2.831 -0.1 0.4 0.2
H -0.469 5.933 -4.045 -0.2 0.6 -0.4
H 1.486 8.739 -5.103 0.1 -0.2 -0.1
H 1.710 7.180 -5.981 -0.4 -0.1 0.0
H 2.925 7.711 -4.875 0.4 0.3 -0.3
H 4.419 8.680 -3.183 -0.5 -0.6 -0.4
H 2.625 8.538 -2.853 0.8 -0.2 0.1
H 3.861 8.254 -1.634 0.0 -0.3 0.5
H 4.962 5.221 -2.300 0.0 -0.2 0.3
H 4.910 5.339 -4.019 0.1 -0.4 -1.0
H 5.623 6.652 -3.051 0.5 0.1 -0.2
H -0.173 4.434 -0.927 -0.1 -0.2 -0.6
H 1.018 3.767 -2.211 -0.7 -0.4 0.3
H 1.435 3.944 -0.518 0.3 -0.8 0.8
H 0.433 7.347 -0.745 0.6 -0.6 0.3
H 2.223 7.383 -0.831 -0.1 0.4 -0.4
H 1.607 6.378 0.307 -0.7 -0.3 0.6
C -7.216 2.813 -3.179 0.4 0.4 1.1
N -6.446 2.333 -2.001 -0.8 -1.9 -1.4
C -5.743 3.317 -1.265 -0.6 1.3 2.0
P -5.748 0.808 -2.234 -0.3 -0.1 2.1
O -4.576 0.720 -3.119 0.4 0.1 -0.2
N -5.455 0.325 -0.636 1.3 1.0 -2.0
C -4.476 -0.736 -0.400 -0.3 -0.8 -0.4
C -6.297 0.568 0.479 -0.3 -0.6 1.4
N -6.929 -0.201 -2.815 -1.3 0.1 0.0
C -7.013 -0.526 -4.228 -0.1 -0.9 0.4
C -8.192 -0.533 -2.097 0.8 0.5 0.5
H -7.646 1.973 -3.713 0.0 -0.1 0.0
H -6.548 3.373 -3.845 -0.2 0.0 -0.1
H -8.049 3.460 -2.843 0.4 -0.2 -0.1
H -6.494 3.966 -0.713 0.8 -0.4 -0.7
H -5.126 3.952 -1.879 0.3 0.4 -0.4
H -5.102 2.913 -0.465 -0.2 -0.2 -0.4
H -5.181 -1.590 -0.213 1.4 0.0 0.7
H -3.911 -1.032 -1.307 -0.5 0.7 0.4
H -3.728 -0.487 0.405 -1.2 -0.4 -0.5
H -5.880 1.241 1.261 0.2 -0.5 -0.4
H -7.223 0.997 0.161 -0.6 0.4 -0.2
H -6.521 -0.435 0.949 0.1 0.9 -0.1
H -7.919 -0.082 -4.655 -0.1 -0.3 -0.2
H -6.160 -0.152 -4.780 0.2 0.0 0.1
H -7.034 -1.648 -4.257 -0.2 0.9 -0.6
H -8.557 -1.525 -2.469 0.2 0.9 0.4
H -8.993 0.255 -2.182 0.6 -0.7 -0.3
H -7.934 -0.571 -1.017 -0.4 -0.4 -0.7
C -1.511 -2.133 3.288 0.8 -0.3 -0.3
N -2.626 -2.649 4.056 0.0 -1.0 1.2
C -2.219 -3.628 5.090 -1.2 0.4 0.2
P -4.091 -1.932 3.897 -0.3 0.4 0.5
O -4.093 -1.231 2.618 -0.2 1.1 -1.1
N -5.293 -3.069 4.070 0.1 -0.8 -0.4
C -5.338 -4.172 3.015 0.8 1.1 0.6
C -6.646 -2.456 4.178 0.9 -0.9 -0.5
N -4.375 -0.871 5.157 -0.4 0.7 0.4
C -4.655 0.561 4.998 -0.9 -0.7 -0.3
C -4.496 -1.322 6.510 -1.1 -0.9 1.0
H -1.120 -3.027 2.781 0.3 0.4 -0.4
H -0.695 -1.832 3.989 -0.6 0.3 -0.5
H -1.783 -1.337 2.536 0.2 -1.0 1.1
H -1.526 -4.365 4.667 -0.4 0.0 0.0
H -3.121 -4.080 5.559 0.5 -0.2 -0.8
H -1.738 -3.188 5.968 0.4 0.5 -0.2
H -4.477 -4.868 3.108 -0.4 0.7 -0.1
H -6.213 -4.733 3.297 -0.4 -0.3 -0.4
H -5.410 -3.726 1.976 0.0 -0.6 1.1
H -7.012 -2.342 3.170 -0.6 -0.1 -0.4
H -7.271 -3.114 4.769 -0.3 0.0 0.0
H -6.623 -1.470 4.578 0.2 0.6 0.6
H -4.475 0.790 3.972 0.3 0.5 -0.7
H -5.703 0.897 5.194 0.2 -0.8 0.0
H -4.073 1.172 5.666 0.6 -0.2 0.1
H -4.353 -2.416 6.585 -0.1 0.5 -0.1
H -5.534 -1.106 6.953 1.3 -0.2 -0.6
H -3.746 -0.875 7.162 0.0 0.3 0.1
C -4.938 4.140 4.140 -0.7 0.1 0.0
N -3.588 3.634 4.250 -0.6 0.6 -1.2
C -3.184 3.542 5.590 0.8 0.5 1.3
P -2.656 3.508 2.861 -1.4 -0.1 0.0
O -3.479 2.916 1.776 0.3 0.2 0.1
N -2.203 5.056 2.451 1.3 1.0 0.5
C -2.132 5.527 1.074 -1.6 -1.2 -0.4
C -1.481 5.968 3.398 -1.6 0.0 0.2
N -1.403 2.589 3.385 -0.2 0.6 0.1
C -1.529 1.172 3.629 -1.9 0.2 2.3
C -0.072 3.095 3.513 1.4 -0.2 -1.7
H -5.613 3.443 4.618 -0.3 -0.3 0.6
H -5.312 4.125 3.131 0.3 0.3 -0.6
H -5.143 5.137 4.593 0.6 -0.4 -0.2
H -2.143 3.277 5.685 0.5 -0.1 -0.2
H -3.720 2.746 6.110 -0.2 0.5 0.3
H -3.291 4.517 6.120 -0.2 -0.5 -0.1
H -2.823 4.850 0.473 0.8 1.1 0.5
H -2.446 6.572 1.048 -0.3 -0.1 -0.1
H -1.149 5.505 0.637 0.7 -0.2 0.0
H -1.383 5.389 4.306 0.3 0.1 0.5
H -0.467 6.216 3.024 -0.6 0.1 0.2
H -2.134 6.890 3.706 1.2 -1.4 -1.0
H -1.638 0.958 4.761 0.9 0.1 -1.4
H -2.486 0.791 3.309 -0.4 0.2 -0.7
H -0.803 0.574 3.135 1.1 -0.2 -0.2
H 0.395 2.972 4.486 -0.2 0.0 0.3
H 0.140 4.098 3.118 -0.6 -0.1 0.5
H 0.459 2.498 2.772 0.9 -0.3 0.2
C -1.789 -5.053 0.409 -2.2 -0.4 0.8
N -1.287 -5.913 -0.615 1.0 -0.7 -0.3
C -0.224 -5.238 -1.355 -1.2 0.2 -0.4
P -1.350 -7.617 -0.440 -1.3 1.0 -0.1
O -2.551 -7.966 0.375 1.0 0.2 -0.4
N -1.248 -8.164 -2.018 -0.7 0.7 0.3
C -2.146 -7.690 -3.112 1.6 -1.6 1.0
C -0.603 -9.406 -2.301 1.0 -0.3 -1.8
N 0.044 -8.269 0.196 1.3 1.1 0.4
C 0.162 -8.588 1.610 0.1 0.4 0.7
C 1.351 -7.890 -0.363 1.0 -1.4 -1.2
H -2.259 -4.119 -0.010 0.9 -0.6 0.3
H -1.088 -4.869 1.230 0.2 0.4 -0.2
H -2.636 -5.589 0.869 0.2 0.2 0.0
H 0.143 -5.895 -2.101 0.4 -0.3 -0.9
H 0.622 -4.882 -0.778 0.2 0.0 0.6
H -0.690 -4.342 -1.812 0.4 -0.4 -0.1
H -1.585 -7.371 -3.978 0.4 0.3 -0.2
H -2.763 -8.520 -3.416 -0.4 -0.3 -0.1
H -2.736 -6.931 -2.720 -1.1 1.5 0.4
H 0.095 -9.687 -1.536 -0.3 -0.5 0.6
H -1.258 -10.239 -2.637 0.1 0.5 0.6
H 0.086 -9.207 -3.141 -0.3 -0.3 -0.2
H 0.842 -9.431 1.721 0.1 -0.2 -0.1
H 0.618 -7.774 2.262 -0.6 -0.5 -0.9
H -0.809 -8.873 2.011 0.0 0.1 0.0
H 2.058 -8.786 -0.229 -1.0 1.0 -0.5
H 1.919 -7.088 0.112 -0.6 0.4 0.5
H 1.300 -7.604 -1.454 -0.1 -0.5 1.1
C 4.252 -7.176 -6.227 0.6 0.9 -1.1
N 3.177 -7.186 -5.309 -1.9 0.7 -0.1
C 2.590 -8.466 -4.849 -0.9 1.8 -0.7
P 2.464 -5.742 -4.844 1.5 1.1 -0.6
O 1.524 -6.113 -3.804 -1.7 -0.2 1.5
N 3.768 -4.763 -4.329 -1.3 0.7 -1.4
C 3.561 -3.326 -4.007 -0.4 0.2 -0.2
C 4.556 -5.314 -3.284 0.5 -1.8 1.0
N 1.708 -4.748 -5.976 -0.9 -0.9 0.2
C 0.207 -4.936 -6.084 1.3 0.5 1.6
C 2.237 -4.169 -7.203 -1.2 -1.7 -0.8
H 4.085 -6.647 -7.217 0.1 -0.1 1.3
H 4.541 -8.138 -6.542 0.0 -1.6 -0.2
H 5.104 -6.819 -5.676 0.8 0.7 -0.4
H 2.235 -9.084 -5.651 0.1 -0.3 -0.8
H 1.690 -8.226 -4.267 0.7 -0.2 0.3
H 3.355 -8.965 -4.338 0.8 -1.1 1.2
H 3.072 -2.655 -4.739 0.1 -1.0 -0.1
H 2.978 -3.252 -3.087 -0.1 0.1 0.2
H 4.528 -2.861 -3.818 0.2 -0.2 0.0
H 4.121 -5.200 -2.264 0.2 0.5 -0.5
H 4.604 -6.420 -3.357 0.2 0.5 -0.3
H 5.566 -4.906 -3.355 0.0 0.0 0.4
H -0.021 -5.758 -6.725 -0.2 -0.9 -0.4
H -0.200 -5.100 -5.036 0.3 0.4 -1.5
H -0.144 -4.057 -6.618 -0.4 0.3 0.5
H 1.758 -4.695 -8.100 0.4 0.8 1.0
H 3.267 -4.380 -7.328 1.2 0.2 0.2
H 2.026 -3.114 -7.248 0.0 0.4 -0.1
C -2.137 2.011 -0.833 0.4 1.3 -0.7
N -1.087 1.814 -1.853 0.8 -1.7 0.9
C -1.282 2.501 -3.124 0.9 -0.7 -0.1
P 0.162 0.785 -1.340 0.6 1.9 -0.1
O 0.707 1.125 0.017 -0.5 -0.6 -0.6
N -0.355 -0.796 -1.480 -1.4 0.9 -0.5
C -1.508 -1.176 -2.276 -0.8 -0.3 0.6
C 0.264 -1.844 -0.757 1.1 0.0 0.8
N 1.379 1.048 -2.460 -0.8 -0.1 0.3
C 1.169 0.467 -3.765 -0.6 -2.4 1.4
C 2.711 1.571 -2.112 -0.3 -0.8 -2.3
H -1.943 1.476 0.104 0.0 0.1 -0.4
H -3.106 1.745 -1.269 0.0 0.1 0.4
H -2.074 3.110 -0.618 -0.6 -0.9 0.2
H -1.630 3.493 -2.906 -0.6 0.5 0.1
H -1.962 1.975 -3.828 0.2 0.3 0.5
H -0.310 2.689 -3.609 -0.3 -0.4 0.1
H -2.104 -0.270 -2.442 -0.2 -0.5 -0.1
H -1.224 -1.585 -3.239 0.2 -0.2 -0.4
H -2.132 -1.986 -1.755 0.9 1.2 -0.5
H 1.035 -1.329 -0.160 -0.1 -0.7 0.2
H -0.456 -2.373 -0.099 0.4 0.2 -0.2
H 0.747 -2.568 -1.429 -0.1 0.0 0.2
H 0.121 0.081 -3.898 1.0 0.3 0.4
H 1.326 1.058 -4.582 0.5 2.4 -1.9
H 1.873 -0.363 -3.937 -0.2 -0.3 0.2
H 2.813 2.605 -2.506 0.3 -0.6 0.1
H 3.417 0.843 -2.626 -0.3 1.1 0.6
H 2.855 1.538 -1.062 0.1 0.0 1.0
C 4.383 -0.389 0.758 0.9 -1.4 -0.9
N 5.343 -1.298 1.477 -2.1 1.4 0.1
C 6.691 -0.737 1.626 -0.2 -1.0 -1.7
P 4.759 -2.413 2.611 1.1 0.3 0.3
O 5.638 -2.457 3.797 0.0 0.2 0.3
N 3.161 -1.983 2.764 -0.4 1.0 0.5
C 2.826 -0.592 3.280 1.3 -2.1 1.7
C 2.049 -2.883 3.145 1.7 0.6 -0.4
N 4.739 -3.905 1.929 0.5 -2.2 -0.4
C 4.111 -4.103 0.639 -1.2 0.7 0.0
C 5.478 -5.214 2.273 -0.5 1.4 -0.1
H 4.088 0.552 1.228 0.0 -0.3 0.5
H 3.507 -0.996 0.458 0.3 0.7 0.2
H 4.921 -0.096 -0.152 -0.3 0.0 -0.1
H 6.875 -0.571 2.664 0.8 -0.1 0.6
H 6.789 0.211 1.067 -0.3 -0.3 0.3
H 7.346 -1.470 1.078 0.1 0.8 1.1
H 3.718 -0.022 3.531 0.2 0.1 -0.5
H 2.177 -0.081 2.629 -0.8 0.7 -0.9
H 2.375 -0.727 4.286 -0.2 0.1 -0.6
H 2.066 -3.118 4.204 -0.2 -0.1 0.2
H 1.215 -2.305 2.863 -1.4 0.4 0.1
H 2.031 -3.761 2.538 0.2 -0.8 -0.3
H 4.781 -4.022 -0.244 -0.3 0.2 0.5
H 3.692 -5.100 0.661 -0.1 -0.5 -0.3
H 3.207 -3.439 0.561 1.0 -0.3 -0.3
H 4.698 -6.011 2.342 0.7 0.6 0.3
H 6.181 -5.177 3.129 -0.9 0.3 -0.2
H 6.099 -5.434 1.402 0.0 -0.1 -0.1
C 4.481 5.103 0.322 1.8 1.8 -0.6
N 4.317 4.658 1.671 0.3 -3.5 -1.8
C 3.952 3.235 1.583 -0.5 -1.3 0.6
P 3.655 5.534 2.808 -3.6 2.9 1.6
O 2.159 5.727 2.765 1.0 -0.7 0.1
N 4.103 4.832 4.240 0.3 0.3 -0.1
C 3.580 5.472 5.429 -0.4 1.5 0.1
C 5.364 4.180 4.494 -1.1 -2.3 0.5
N 4.236 7.091 2.634 1.6 -0.4 0.3
C 3.373 8.176 2.252 -0.4 0.6 0.5
C 5.696 7.414 2.602 -1.7 -1.3 0.3
H 3.702 4.973 -0.433 -0.5 -0.6 0.5
H 5.432 4.680 -0.053 -0.5 0.0 -0.1
H 4.636 6.178 0.381 0.1 0.3 -0.3
H 3.059 3.021 0.966 0.4 0.6 -0.3
H 3.602 2.788 2.516 0.5 0.4 0.4
H 4.790 2.609 1.221 -0.3 0.6 0.1
H 4.328 6.209 5.800 -0.3 -0.6 0.2
H 2.717 6.077 5.154 -0.1 0.0 -0.1
H 3.210 4.825 6.231 0.5 -0.3 -0.2
H 5.811 4.542 5.394 0.3 0.5 0.6
H 5.138 3.085 4.679 0.6 0.9 -0.2
H 6.077 4.250 3.719 0.6 0.1 -1.1
H 3.712 9.127 2.716 -0.4 -0.6 0.3
H 3.486 8.405 1.199 -0.3 -0.2 -0.7
H 2.324 7.901 2.507 0.8 0.5 -0.3
H 6.222 6.466 2.421 0.2 0.5 0.0
H 5.997 7.866 3.538 0.3 0.1 0.3
H 5.838 8.119 1.811 0.5 0.3 -0.7
```
Positions in Å, forces in eV/Å.



The molecule C15H19N5O4S. Source: the OMol25 dataset; level of theory: the ωB97M-V functional and the def2-TZVPD basis.

Calculated values
**Kohn-Sham gap**: 0.3472 hartree
**Relative energy (zero: lowest compared OMol25 entry of this formula, charge and spin)**: 2.0611 eV
**SMILES string**: COc1ccc(-n2nnnc2S(=O)(=O)CC(=O)N2CCCCC2)cc1

The geometry in XYZ format:
```
44
Properties=species:S:1:pos:R:3:forces:R:3
C 4.687 3.709 -0.790 0.2 0.0 -0.1
O 3.464 3.438 -0.144 -0.3 -0.1 0.1
C 3.075 2.149 0.005 -0.1 -0.2 0.1
C 1.850 1.956 0.653 0.2 0.1 -0.1
C 1.353 0.690 0.851 0.2 0.0 0.0
C 2.080 -0.404 0.397 0.6 0.8 0.0
N 1.568 -1.701 0.593 -1.1 -0.7 -0.5
N 2.105 -2.603 1.415 1.0 0.9 0.4
N 1.373 -3.636 1.390 0.1 -0.9 0.5
N 0.348 -3.483 0.570 -1.0 0.2 -0.9
C 0.460 -2.275 0.068 0.5 -0.1 0.4
S -0.585 -1.610 -1.209 -0.1 -0.2 -1.1
O -0.509 -2.488 -2.337 -0.2 -0.3 0.3
O -0.236 -0.232 -1.422 -0.1 -0.1 0.3
C -2.233 -1.687 -0.439 1.0 0.1 0.0
C -2.105 -0.551 0.544 -0.2 0.1 0.4
O -1.472 -0.754 1.572 0.0 -0.3 0.2
N -2.594 0.654 0.227 -0.2 0.2 0.1
C -3.162 1.076 -1.034 -0.4 0.0 -0.3
C -4.531 1.718 -0.801 0.2 0.2 -0.1
C -4.398 2.895 0.160 -0.2 -0.2 0.1
C -3.746 2.423 1.455 0.2 0.2 -0.2
C -2.406 1.756 1.155 -0.1 0.0 0.6
C 3.303 -0.233 -0.227 -0.4 -0.1 0.1
C 3.801 1.042 -0.427 0.1 0.3 -0.1
H 4.687 3.339 -1.820 0.0 0.0 0.0
H 4.781 4.793 -0.797 0.0 -0.1 0.0
H 5.533 3.276 -0.246 0.0 0.0 0.0
H 1.312 2.826 0.993 -0.1 0.1 0.1
H 0.415 0.530 1.358 -0.1 0.0 0.0
H -2.271 -2.640 0.082 -0.1 0.0 0.1
H -3.000 -1.624 -1.201 0.1 0.0 -0.2
H -3.244 0.245 -1.729 0.1 0.1 0.0
H -2.479 1.810 -1.480 0.0 -0.1 -0.1
H -4.940 2.048 -1.757 0.0 0.0 0.0
H -5.209 0.974 -0.377 0.0 -0.1 0.0
H -5.379 3.325 0.366 0.0 0.1 0.0
H -3.780 3.670 -0.299 0.0 0.1 0.0
H -3.585 3.262 2.132 0.0 0.0 0.1
H -4.399 1.704 1.953 0.0 0.0 0.1
H -1.961 1.355 2.066 0.0 0.1 -0.2
H -1.715 2.480 0.706 0.0 0.0 0.0
H 3.862 -1.093 -0.562 0.0 -0.1 0.0
H 4.751 1.158 -0.922 0.1 0.0 0.0
```
Positions in Å, forces in eV/Å.